1:
The following is a quantum chemistry calculation of C2H5N3O3 in the gas phase, from the Open Molecules 2025 dataset.

As for the HOMO energy: -10.047 eV. As for the gap between HOMO and LUMO: 10.733 eV. As for the charge: 0.

Last column: Mulliken charge in e.
CARTESIAN COORDINATES (ANGSTROEM)
O (3.177, 0.205, 0.090)  -0.619
O (1.123, -1.445, 0.010)  -0.484
O (-0.494, 1.602, -0.045)  -0.604
N (1.015, -0.130, -0.138)  0.265
N (-1.246, -0.517, -0.030)  0.065
N (-2.607, -0.252, 0.060)  -0.807
C (-0.291, 0.435, 0.000)  0.601
C (2.063, 0.673, 0.005)  0.089
H (-0.824, -1.433, -0.155)  0.249
H (-2.731, 0.243, 0.927)  0.265
H (-2.885, 0.377, -0.612)  0.269
H (1.615, 1.719, 0.000)  0.334
H (2.083, -1.476, -0.112)  0.377



2:
The following is a quantum chemistry calculation of C2H5N3O3 in the gas phase, from the Open Molecules 2025 dataset.

As for the HOMO energy: -10.101 eV. As for the gap between HOMO and LUMO: 10.609 eV. As for the charge: 0.

Last column: Mulliken charge in e.
CARTESIAN COORDINATES (ANGSTROEM)
O (1.060, -0.549, -1.439)  -0.592
O (-2.228, -1.896, -0.819)  -0.469
O (-0.207, -1.796, 0.252)  -0.172
N (0.401, 2.030, 0.894)  -0.604
N (0.690, 1.377, -0.295)  -0.084
N (-0.408, -0.404, 0.309)  -0.270
C (0.571, 0.048, -0.528)  0.517
C (-1.218, -2.406, -0.384)  0.343
H (-0.590, -3.456, -0.537)  0.218
H (1.503, 1.869, -0.919)  0.267
H (1.271, 2.291, 1.463)  0.228
H (-0.329, 2.795, 0.726)  0.247
H (-0.516, 0.098, 1.276)  0.371



Most stable one: 1, least stable one: 2.